This record from the OMol25 dataset describes a molecular structure, C30H51HoNP2 at a distorted geometry. The level of theory is the ωB97M-V functional and the def2-TZVPD basis.

Each line ends with the Löwdin spin population.
Geometry (Å):
Ho1 -0.421451 -1.584255 0.958065  4.051
C1 -2.790372 -1.420440 1.892962  -0.006
C2 -3.083997 -1.644663 0.520658  -0.006
C3 -1.890026 -3.468883 1.287584  -0.004
C4 -2.058130 -2.558152 2.385371  -0.004
C5 -2.528197 -2.894402 0.138718  -0.007
C6 -3.240640 -0.260105 2.722302  0.000
H1 -3.565789 0.580557 2.108510  0.000
H2 -2.446829 0.108559 3.382440  0.000
H3 -4.079706 -0.544024 3.371360  0.000
C7 -1.417579 -2.690591 3.729098  0.001
H4 -1.349009 -1.734619 4.250958  0.000
H5 -0.400386 -3.084831 3.664083  0.000
H6 -1.964028 -3.383692 4.373833  0.000
C8 -1.079673 -4.722271 1.321756  0.001
H7 -1.612169 -5.550668 1.799532  0.000
H8 -0.166421 -4.585843 1.902054  0.000
H9 -0.775633 -5.042058 0.323425  0.000
C9 -2.702301 -3.571483 -1.184311  0.000
H10 -3.501620 -4.324913 -1.150581  0.000
H11 -1.795753 -4.095536 -1.502137  0.000
H12 -2.959121 -2.862646 -1.972539  0.000
C10 -3.974493 -0.800779 -0.334253  0.000
H13 -5.005405 -1.181824 -0.373028  0.000
H14 -3.617098 -0.756516 -1.365909  0.000
H15 -4.026920 0.225429 0.030876  0.000
C11 1.636732 5.485246 -1.051194  0.000
C12 0.353241 5.787805 -1.036273  0.000
C13 -0.523537 6.207995 -2.185075  0.000
C14 -0.011345 5.847065 -3.597413  0.000
C15 0.200103 4.368965 -3.789129  0.000
C16 1.262757 3.636328 -3.511357  0.000
C17 2.582605 4.082085 -2.946828  0.000
C18 2.586106 5.444879 -2.218349  0.000
H16 -0.716655 7.293424 -2.158332  0.000
H17 0.864554 6.452939 -3.852593  0.000
H18 -1.507785 5.734714 -2.047030  0.000
H19 2.444146 6.262882 -2.932953  0.000
H20 2.151243 5.268746 -0.096025  0.000
H21 -0.175205 5.838487 -0.068250  0.000
H22 3.601507 5.570226 -1.806478  0.000
H23 2.924164 3.311832 -2.237026  0.000
H24 1.259044 2.566901 -3.784798  0.000
H25 3.351862 4.117928 -3.736252  0.000
H26 -0.808862 6.146115 -4.298035  0.000
H27 -0.675460 3.889773 -4.264622  0.000
P1 -0.214932 1.008162 0.556419  -0.005
P2 0.416460 -1.481659 -1.535136  -0.006
C19 1.009138 1.237859 -0.850303  0.000
C20 1.669012 -0.077605 -1.321239  0.001
H28 1.767439 1.963001 -0.507851  0.000
H29 0.425621 1.690154 -1.670786  0.000
H30 2.150155 0.027418 -2.307055  0.000
H31 2.425025 -0.439494 -0.595225  0.000
C21 1.408639 -2.963553 -1.843755  0.000
H32 0.724068 -3.817425 -1.979324  0.000
H33 2.034874 -3.194082 -0.969409  0.000
H34 2.052677 -2.844421 -2.726527  0.000
C22 -0.504464 -1.133886 -3.038148  -0.002
H35 0.179260 -0.830773 -3.847695  0.000
H36 -1.237639 -0.334672 -2.834602  0.000
H37 -1.071277 -2.036687 -3.321873  0.000
C23 0.687663 1.582391 2.045803  0.000
H38 0.054735 1.384351 2.928001  0.000
H39 0.897849 2.661719 2.006992  0.000
H40 1.622814 1.013590 2.186965  0.000
C24 -1.537655 2.194108 0.307534  -0.001
H41 -2.180657 1.833968 -0.511834  0.000
H42 -1.120186 3.184150 0.062864  0.000
H43 -2.158118 2.244632 1.217072  0.000
C25 1.202097 -0.910639 3.846486  0.000
C26 1.857879 -1.950931 3.031801  0.000
C27 3.037569 -2.590448 3.445918  0.000
C28 3.255449 -3.674428 2.579449  -0.001
C29 2.237917 -3.688356 1.641280  0.000
C30 2.100072 -4.822910 0.708631  0.000
N1 1.396413 -2.598613 1.873787  -0.009
H44 0.236475 -0.501167 3.516519  0.000
H45 1.880737 -0.059105 3.964072  0.000
H46 1.034529 -1.306222 4.859190  0.000
H47 3.555222 -2.287058 4.343823  0.000
H48 4.005179 -4.474316 2.603028  0.000
H49 3.040133 -4.890533 0.143703  0.000
H50 2.044104 -5.735009 1.323576  0.000
H51 1.269255 -4.847192 0.005033  0.000

Atomic forces in eV per Å
0.48 -1.45 1.37
0.17 -0.72 0.05
0.05 -0.16 0.29
-0.81 0.50 0.27
-0.73 -0.14 -0.78
0.32 -0.10 0.63
-0.06 0.11 0.27
-0.04 -0.06 0.01
-0.07 -0.03 0.01
0.14 0.09 -0.12
-0.06 -0.28 0.47
-0.21 -0.12 0.01
-0.06 -0.05 -0.04
-0.10 0.08 -0.01
0.02 -0.40 0.24
-0.11 0.05 -0.16
-0.07 -0.01 0.03
-0.20 -0.05 0.05
-0.02 -0.18 -0.20
0.14 0.18 0.03
-0.05 -0.01 0.04
-0.04 0.01 0.04
-0.06 0.20 -0.22
0.27 0.00 0.09
-0.03 -0.01 -0.01
-0.04 -0.01 0.01
1.00 -0.11 0.56
-0.96 0.59 0.41
-0.04 -0.18 -0.37
-0.44 0.40 -0.04
-0.94 0.09 -0.53
0.70 -0.67 -0.27
0.12 0.28 0.23
0.56 -0.21 -0.10
0.12 -0.27 0.16
-0.31 -0.27 0.01
0.15 0.09 -0.02
0.04 -0.25 0.33
-0.56 0.04 -0.38
0.42 -0.17 -0.35
-0.31 0.07 -0.22
-0.01 0.13 -0.12
-0.21 0.47 0.09
-0.27 -0.12 0.11
0.35 0.00 0.17
0.57 -0.03 0.36
0.94 1.16 -0.16
0.83 0.45 -0.37
-0.38 0.07 0.14
-0.40 -0.68 -0.16
-0.30 -0.19 -0.33
0.33 -0.02 0.24
0.08 0.21 0.40
-0.32 0.14 -0.34
0.34 -0.19 -0.30
0.27 0.31 -0.12
-0.19 0.33 -0.38
-0.20 -0.14 0.16
-0.26 0.23 -0.46
-0.38 -0.14 0.15
0.32 -0.24 -0.19
0.28 0.35 0.03
-0.08 0.34 0.20
0.26 0.27 -0.38
0.03 -0.30 -0.08
-0.37 0.32 -0.22
-0.38 0.47 -0.25
0.23 0.25 0.22
-0.28 -0.24 0.08
0.29 0.05 -0.30
-0.12 0.70 0.69
1.98 -1.91 -0.88
-1.21 0.77 -0.01
0.00 -0.55 -0.41
0.31 1.54 1.45
0.36 -0.88 -0.44
-0.42 -0.14 0.03
0.17 -0.29 -0.11
-0.22 0.00 0.07
-0.15 0.13 -0.25
0.25 -0.22 -0.06
-0.17 0.62 0.25
-0.29 -0.22 -0.14
-0.11 0.11 -0.38
0.11 0.17 0.24

Output
* E_HOMO (alpha / beta): -9.5 / -9.5 eV
* lowest unoccupied orbital energy (alpha / beta): -2.9 / -2.8 eV
* energy above the lowest of the compared OMol25 structures with the same formula, charge and spin: 33.29 kJ/mol
* 2S+1: 5
* charge: +1
* Kohn-Sham gap (alpha / beta): 6.569 / 6.702 eV
* <S²>: 6.01

This record from the OMol25 dataset describes C7H14N2O4 in the gas phase at a distorted geometry. The level of theory is the ωB97M-V functional and the def2-TZVPD basis.

Each line ends with the Mulliken charge.
Geometry (Å):
C1 3.573374 0.749837 -0.308990  0.699
C2 -3.341714 -0.615714 -0.386870  -1.607
C3 -1.946450 1.264284 -1.280989  -1.397
C4 1.230082 0.585642 2.148466  -1.400
C5 -0.937100 -0.408846 0.308721  -1.040
C6 -1.943503 -0.194967 -0.831231  0.743
C7 1.349741 0.474509 0.670460  0.722
N1 2.908195 -1.420183 0.424398  -0.390
N2 0.367749 0.023955 -0.116710  0.100
O1 4.365065 1.530652 -0.720782  -0.536
O2 2.312786 1.199234 0.059182  -0.333
O3 3.822893 -0.530854 -0.186438  -0.134
O4 2.153446 -2.016245 -0.600131  -0.429
H1 -3.342028 -1.636010 -0.012456  0.403
H2 -4.031529 -0.558936 -1.225532  0.413
H3 -3.705110 0.042677 0.399193  0.357
H4 -2.213533 1.916770 -0.451696  0.317
H5 -0.970599 1.566146 -1.652105  0.361
H6 -2.671760 1.409762 -2.077499  0.419
H7 0.719190 1.513498 2.414812  0.366
H8 2.225206 0.609366 2.584369  0.373
H9 0.683517 -0.260478 2.553457  0.359
H10 -1.233634 0.184172 1.176842  0.417
H11 -0.922941 -1.467893 0.596080  0.263
H12 -1.637665 -0.825057 -1.673961  0.264
H13 0.640216 -0.249075 -1.053035  0.342
H14 2.546093 -2.886250 -0.757548  0.348

Atomic forces in eV per Å
0.34 0.15 -0.14
0.30 -0.07 -0.14
0.06 -0.25 -0.10
-0.06 0.12 -0.14
-0.44 -0.28 -0.01
-0.06 0.23 0.26
0.90 -2.09 -0.90
-1.73 0.90 1.56
0.95 0.66 0.48
-0.06 0.36 -0.05
-0.63 -0.03 0.19
0.63 -0.44 -0.68
-0.08 0.21 -0.53
-0.07 -0.14 0.06
-0.10 0.00 -0.02
-0.06 0.07 0.11
-0.04 0.10 0.10
0.05 0.12 -0.04
-0.08 0.06 -0.07
-0.06 0.04 0.02
0.01 -0.01 -0.07
-0.02 -0.03 0.00
-0.04 -0.04 -0.03
0.03 0.10 0.04
0.03 -0.03 0.02
0.15 0.11 0.01
0.08 0.17 0.06

Output
* E_HOMO (alpha / beta): -7.7 / -7.7 eV
* lowest unoccupied orbital energy (alpha / beta): 0.6 / 0.6 eV
* energy above the lowest of the compared OMol25 structures with the same formula, charge and spin: 447.67 kJ/mol
* charge: 0
* Kohn-Sham gap (alpha / beta): 8.210 / 8.212 eV